126
Properties=species:S:1:pos:R:3:lowdin_charge:R:1 method="wB97M-V/def2-TZVPD" homo_lumo_gap_ev=7.03 total_charge=-1 homo_ha=-0.179
N 0.19 -0.44 -0.45 0.046
C -0.51 -0.26 -1.73 -0.258
C -1.68 -1.26 -1.84 -0.166
O -2.73 -0.82 -2.67 -0.131
C -3.96 -0.89 -2.04 -0.213
N -4.96 -0.08 -2.81 0.165
C -5.80 0.37 -2.08 -0.339
O -6.63 0.74 -1.33 0.145
C -0.99 1.22 -1.92 -0.690
O -1.31 1.58 -3.05 -0.039
O -1.01 1.98 -0.93 -0.057
H 1.10 -0.83 -0.64 0.059
H -0.27 -1.12 0.14 0.040
H 0.24 -0.48 -2.50 0.134
H -1.31 -2.22 -2.19 0.104
H -2.04 -1.41 -0.82 0.114
H -3.94 -0.53 -1.01 0.130
H -4.31 -1.93 -2.09 0.132
C -4.60 2.47 1.05 -0.086
C -5.06 2.38 2.36 -0.110
C -4.25 2.79 3.41 -0.121
C -2.98 3.30 3.15 -0.102
C -2.53 3.38 1.84 -0.078
C -3.33 2.96 0.79 -0.074
H -5.23 2.15 0.24 0.075
H -6.06 2.00 2.56 0.092
H -4.61 2.72 4.43 0.079
H -2.35 3.62 3.96 0.094
H -1.54 3.77 1.63 0.096
H -2.97 3.03 -0.23 0.093
C -1.73 -2.53 -5.22 -0.064
C -0.76 -3.44 -4.82 -0.088
C -0.37 -4.47 -5.67 -0.100
C -0.94 -4.59 -6.93 -0.107
C -1.91 -3.67 -7.34 -0.104
C -2.31 -2.65 -6.48 -0.084
H -2.04 -1.73 -4.56 0.093
H -0.31 -3.35 -3.84 0.089
H 0.38 -5.18 -5.35 0.096
H -0.64 -5.38 -7.59 0.075
H -2.36 -3.76 -8.32 0.094
H -3.06 -1.95 -6.80 0.103
C 1.28 -7.35 -9.41 -0.096
C 1.55 -8.71 -9.37 -0.099
C 0.64 -9.61 -9.90 -0.102
C -0.54 -9.16 -10.47 -0.101
C -0.81 -7.80 -10.51 -0.095
C 0.10 -6.89 -9.98 -0.106
H 1.98 -6.64 -8.99 0.103
H 2.47 -9.06 -8.92 0.099
H 0.85 -10.67 -9.86 0.098
H -1.25 -9.86 -10.89 0.098
H -1.73 -7.44 -10.96 0.100
H -0.12 -5.83 -10.01 0.099
C 3.71 1.91 0.19 -0.095
C 4.35 3.01 0.75 -0.130
C 3.61 4.13 1.10 -0.128
C 2.24 4.15 0.90 -0.088
C 1.60 3.05 0.34 -0.070
C 2.33 1.94 -0.01 -0.082
H 4.28 1.03 -0.09 0.092
H 5.42 2.99 0.91 0.092
H 4.11 4.99 1.54 0.095
H 1.66 5.03 1.18 0.096
H 0.53 3.04 0.16 0.079
H 1.81 1.11 -0.44 0.065
C 2.50 -4.51 3.17 -0.113
C 2.66 -3.28 2.54 -0.111
C 1.55 -2.54 2.16 -0.085
C 0.28 -3.02 2.41 -0.089
C 0.11 -4.25 3.04 -0.095
C 1.22 -5.00 3.42 -0.101
H 3.36 -5.09 3.47 0.100
H 3.66 -2.90 2.35 0.104
H 1.68 -1.59 1.67 0.094
H -0.59 -2.44 2.12 0.098
H -0.89 -4.63 3.24 0.099
H 1.09 -5.95 3.90 0.097
C 4.79 4.94 6.97 -0.103
C 5.96 4.32 6.55 -0.105
C 6.00 3.69 5.31 -0.115
C 4.88 3.68 4.50 -0.093
C 3.71 4.30 4.91 -0.082
C 3.66 4.93 6.15 -0.094
H 4.75 5.43 7.93 0.096
H 6.83 4.33 7.19 0.096
H 6.91 3.20 4.99 0.101
H 4.92 3.19 3.53 0.086
H 2.84 4.29 4.27 0.102
H 2.75 5.40 6.48 0.099
C -8.65 3.57 8.17 -0.105
C -8.99 4.58 7.27 -0.104
C -8.41 4.61 6.01 -0.094
C -7.49 3.63 5.64 -0.089
C -7.16 2.62 6.54 -0.095
C -7.74 2.60 7.80 -0.101
H -9.11 3.55 9.15 0.096
H -9.71 5.34 7.55 0.097
H -8.66 5.39 5.31 0.100
H -7.04 3.65 4.66 0.092
H -6.45 1.86 6.26 0.098
H -7.47 1.82 8.50 0.098
C 4.32 -2.11 5.58 -0.089
C 5.13 -2.72 6.54 -0.099
C 6.07 -1.98 7.23 -0.106
C 6.20 -0.62 6.98 -0.098
C 5.39 0.00 6.03 -0.084
C 4.46 -0.75 5.33 -0.079
H 3.59 -2.69 5.04 0.078
H 5.02 -3.78 6.73 0.097
H 6.70 -2.45 7.97 0.095
H 6.93 -0.03 7.53 0.097
H 5.49 1.06 5.84 0.079
H 3.83 -0.28 4.59 0.105
C 1.00 4.35 -6.81 -0.112
C 0.33 3.77 -5.74 -0.082
C 1.03 3.08 -4.77 -0.066
C 2.41 2.96 -4.87 -0.092
C 3.09 3.54 -5.94 -0.116
C 2.38 4.23 -6.91 -0.123
H 0.45 4.89 -7.57 0.091
H -0.75 3.86 -5.66 0.105
H 0.50 2.62 -3.94 0.082
H 2.97 2.42 -4.11 0.096
H 4.16 3.45 -6.01 0.091
H 2.90 4.68 -7.75 0.089